1.
Density functional theory data (ωB97M-V/def2-TZVPD) for a molecular structure, C34H31MnNO4Sb2 at a distorted geometry.

The geometry in XYZ format:
```
73
Properties=species:S:1:pos:R:3
Mn -1.36 0.39 -0.26
O 0.63 3.89 -1.26
C -0.17 2.90 -1.00
O 0.14 1.84 -0.47
C -1.63 3.15 -1.36
C -2.22 4.33 -1.78
C -3.61 4.32 -1.93
C -4.35 3.18 -1.62
C -3.66 2.06 -1.20
N -2.34 2.06 -1.12
C -4.20 0.72 -0.69
O -5.47 0.43 -0.76
O -3.41 -0.07 -0.18
H 1.52 3.70 -0.91
H -1.63 5.21 -1.98
H -4.11 5.21 -2.27
H -5.43 3.20 -1.70
H -6.01 1.11 -1.18
C -0.10 -3.03 -0.24
C -0.57 -2.34 1.04
C 0.29 -1.14 1.47
Sb -0.82 0.20 2.78
C -0.09 -0.49 4.62
C -0.17 0.38 5.71
C 0.37 -0.02 6.93
C 0.96 -1.26 7.07
C 1.02 -2.13 5.98
C 0.49 -1.74 4.76
C 0.47 1.87 2.58
C -0.09 3.14 2.42
C 0.72 4.26 2.23
C 2.10 4.10 2.19
C 2.67 2.84 2.36
C 1.85 1.74 2.57
Sb -0.34 -1.73 -1.92
C -0.51 -3.08 -3.51
C -1.45 -4.10 -3.45
C -1.52 -5.03 -4.48
C -0.65 -4.93 -5.56
C 0.28 -3.91 -5.62
C 0.36 -2.97 -4.60
C 1.62 -0.98 -2.20
C 1.78 0.26 -2.81
C 3.05 0.79 -3.02
C 4.17 0.08 -2.62
C 4.03 -1.16 -2.02
C 2.76 -1.70 -1.82
H -0.70 -3.92 -0.44
H 0.94 -3.35 -0.19
H -0.62 -3.06 1.86
H -1.62 -2.04 0.89
H 0.66 -0.56 0.61
H 1.20 -1.47 1.97
H -0.63 1.35 5.63
H 0.32 0.65 7.78
H 1.37 -1.57 8.02
H 1.47 -3.10 6.09
H 0.53 -2.43 3.92
H -1.17 3.27 2.47
H 0.28 5.24 2.14
H 2.74 4.97 2.06
H 3.74 2.73 2.35
H 2.31 0.77 2.72
H -2.14 -4.18 -2.62
H -2.24 -5.83 -4.43
H -0.70 -5.66 -6.35
H 0.96 -3.84 -6.46
H 1.10 -2.18 -4.65
H 0.92 0.82 -3.16
H 3.17 1.74 -3.53
H 5.16 0.49 -2.78
H 4.90 -1.73 -1.73
H 2.67 -2.68 -1.38
```

Computed properties:
- frontier orbital gap (spin up / spin down) (eV) = 6.48 / 6.32
- ⟨S²⟩ = 8.7551
- total charge = +2
- highest occupied orbital energy (spin up / spin down) (eV) = -13.344 / -13.346
- spin multiplicity = 6
- electronic energy (a.u.) = -3300.92489


2.
Density functional theory data (ωB97M-V/def2-TZVPD) for a molecular structure, C34H31N5OPbS2SbSe4Te.

The geometry in XYZ format:
```
80
Properties=species:S:1:pos:R:3
Pb -0.36 0.11 0.31
C -2.94 1.68 -3.78
C -2.60 1.38 -2.35
N -1.94 0.35 -1.98
N -1.61 -0.62 -2.91
C -0.44 -0.62 -3.42
S 0.73 0.72 -3.17
S 0.02 -2.19 -4.10
C 0.79 -1.84 -5.71
C 1.84 -0.77 -5.72
C 3.08 -0.99 -5.13
C 4.02 0.02 -5.09
C 3.75 1.26 -5.66
C 2.52 1.48 -6.26
C 1.57 0.47 -6.30
C -3.08 2.34 -1.32
C -4.36 2.87 -1.46
C -4.89 3.81 -0.60
C -4.07 4.28 0.43
C -2.80 3.79 0.60
C -2.25 2.78 -0.24
O -1.05 2.36 -0.01
H -2.52 0.95 -4.46
H -2.55 2.67 -4.03
H -4.02 1.71 -3.92
H 0.02 -1.64 -6.46
H 1.24 -2.81 -5.94
H 3.28 -1.94 -4.65
H 4.98 -0.16 -4.61
H 4.48 2.05 -5.62
H 2.30 2.45 -6.70
H 0.61 0.65 -6.76
H -4.99 2.50 -2.27
H -5.90 4.17 -0.72
H -4.44 5.04 1.11
H -2.16 4.15 1.39
Se 3.60 -3.46 1.40
Sb 2.28 -3.81 -0.56
Se 1.81 -0.19 -1.45
Se -0.62 -3.14 -0.66
Se 3.55 -4.55 -2.43
N -0.04 1.57 3.56
C 0.01 0.20 3.84
C -0.36 -0.21 5.13
C -0.28 -1.55 5.44
C 0.16 -2.45 4.48
C 0.46 -1.96 3.22
N 0.37 -0.66 2.90
C 0.75 2.33 2.71
C 1.00 3.66 3.08
C 1.78 4.44 2.27
C 2.33 3.89 1.12
C 2.02 2.58 0.82
N 1.23 1.82 1.59
H -0.37 2.10 4.34
H -0.70 0.52 5.86
H -0.56 -1.89 6.43
H 0.28 -3.50 4.68
H 0.79 -2.62 2.43
H 0.58 4.05 4.00
H 1.98 5.47 2.54
H 2.95 4.47 0.45
H 2.39 2.10 -0.08
C -4.01 -3.72 0.59
Te -3.11 -2.85 -1.16
C -4.27 -1.19 -0.31
C -5.55 -1.89 0.07
C -6.81 -1.35 -0.12
C -7.94 -2.09 0.20
C -7.81 -3.37 0.71
C -6.54 -3.93 0.88
C -5.41 -3.20 0.56
H -3.43 -3.29 1.41
H -3.92 -4.80 0.60
H -4.40 -0.36 -0.99
H -3.70 -0.87 0.57
H -6.91 -0.35 -0.53
H -8.92 -1.67 0.04
H -8.69 -3.95 0.96
H -6.44 -4.94 1.26
```

Computed properties:
- relative energy (zero: lowest compared OMol25 entry of this formula, charge and spin) (kJ/mol) = 232.1
- frontier orbital gap (eV) = 5.91
- total charge = -1
- highest occupied orbital energy (eV) = -3.951
- spin multiplicity = 1
- electronic energy (a.u.) = -12766.59143


3.
Density functional theory data (ωB97M-V/def2-TZVPD) for a molecular structure, C34H31N6O6PtS.

The geometry in XYZ format:
```
79
Properties=species:S:1:pos:R:3
Pt -0.15 -0.96 -0.99
C -1.80 -3.17 -2.52
C -3.21 -2.62 -2.47
C -3.57 -1.70 -1.33
C -4.83 -1.78 -0.75
C -5.18 -0.86 0.22
C -4.28 0.12 0.58
C -3.04 0.11 -0.03
N -2.69 -0.77 -0.96
N -0.69 -2.21 -2.78
C -0.95 -1.26 -3.90
C -1.18 0.20 -3.54
C -1.77 1.02 -4.49
C -1.94 2.37 -4.21
C -1.50 2.87 -2.99
C -0.92 1.99 -2.09
N -0.76 0.70 -2.37
C 0.53 -3.00 -3.04
C 1.73 -2.09 -3.07
C 2.92 -2.41 -3.71
C 3.96 -1.51 -3.66
C 3.79 -0.30 -3.00
C 2.58 -0.06 -2.37
N 1.59 -0.94 -2.42
H -1.77 -3.92 -3.32
H -1.55 -3.67 -1.58
H -3.86 -3.50 -2.41
H -3.48 -2.13 -3.41
H -5.51 -2.56 -1.06
H -6.16 -0.91 0.69
H -4.51 0.86 1.33
H -2.29 0.84 0.25
H -1.81 -1.60 -4.47
H -0.10 -1.29 -4.58
H -2.11 0.61 -5.43
H -2.40 3.02 -4.93
H -1.62 3.91 -2.73
H -0.58 2.32 -1.12
H 0.44 -3.54 -3.99
H 0.65 -3.72 -2.23
H 3.01 -3.36 -4.22
H 4.90 -1.73 -4.15
H 4.58 0.44 -2.95
H 2.40 0.84 -1.81
O -0.32 -3.90 2.21
S -0.27 -2.81 1.31
O 0.83 -1.81 2.00
O -1.46 -2.00 1.13
O 0.29 -3.13 -0.03
O 1.85 -0.96 0.12
C 1.28 -0.67 1.31
N 2.21 0.04 2.16
C 1.73 1.06 2.96
C -0.10 1.30 1.46
O -0.66 2.33 1.56
N 0.14 0.19 0.95
C 2.44 2.34 2.87
C 2.69 3.11 4.01
C 3.38 4.31 3.91
C 3.82 4.77 2.68
C 3.57 4.01 1.54
C 2.89 2.82 1.63
C 0.86 0.73 4.09
C -0.01 1.70 4.63
C -0.82 1.39 5.70
C -0.79 0.12 6.26
C 0.07 -0.84 5.74
C 0.89 -0.54 4.66
H 3.03 0.27 1.62
H 2.37 2.75 4.98
H 3.58 4.89 4.80
H 4.35 5.70 2.60
H 3.90 4.37 0.57
H 2.67 2.24 0.74
H -0.05 2.69 4.18
H -1.49 2.14 6.10
H -1.43 -0.12 7.10
H 0.10 -1.83 6.17
H 1.56 -1.29 4.27
```

Computed properties:
- relative energy (zero: lowest compared OMol25 entry of this formula, charge and spin) (kJ/mol) = 128.7
- frontier orbital gap (spin up / spin down) (eV) = 6.30 / 6.65
- ⟨S²⟩ = 6.0321
- total charge = +1
- highest occupied orbital energy (spin up / spin down) (eV) = -8.935 / -11.151
- spin multiplicity = 5
- electronic energy (a.u.) = -2611.40795